1.
12
Properties=species:S:1:pos:R:3:forces:R:3:nbo_charge:R:1 method="wB97M-V/def2-TZVPD" multiplicity=1 de_lowest_kj_mol=385.3 e_homo_ev=-9.4 energy_ha=-286.19642 charge=0 gap_ev=10.31
C -1.8522 1.7534 -0.6755 0.4 -0.3 0.0 -0.20
C -0.8257 1.1458 -0.8480 -0.4 0.1 0.1 -0.05
C 0.4177 0.4307 -1.0794 -0.1 -0.1 -0.1 -0.14
N 1.5594 0.6472 -0.1904 0.0 0.1 0.2 -0.54
C 0.8659 -0.6305 -0.1111 0.0 -0.3 0.1 -0.14
C 0.1132 -1.1397 1.0089 -0.2 -0.4 0.4 -0.05
C -0.2382 -1.9817 1.7971 -0.4 0.8 0.1 -0.20
H -2.7712 2.2760 -0.5114 0.2 -0.1 0.0 0.24
H 0.6929 0.3510 -2.1313 -0.1 -0.2 0.3 0.23
H 1.3030 1.2754 0.5682 0.0 -0.2 0.0 0.37
H 1.4056 -1.5373 -0.3783 0.5 0.6 -1.0 0.24
H -0.6705 -2.5901 2.5512 0.0 -0.1 0.1 0.23



2.
23
Properties=species:S:1:pos:R:3:forces:R:3:nbo_charge:R:1 method="wB97M-V/def2-TZVPD" multiplicity=1 de_lowest_kj_mol=159.1 e_homo_ev=-8.2 energy_ha=-479.73593 charge=0 gap_ev=8.91
C 2.5166 0.9125 -1.4899 -0.5 -0.2 -0.1 -0.63
C 1.2915 0.0947 -1.1702 0.3 0.4 0.2 -0.11
C 0.1662 -0.0767 -1.9297 0.0 -0.1 -0.1 -0.07
N -0.6842 -0.8863 -1.2336 -0.5 0.1 -0.4 -0.48
C -0.1463 -1.2182 -0.0303 -0.1 0.1 0.7 0.06
C 1.0869 -0.6172 0.0462 0.7 0.4 -0.5 -0.27
C -2.1803 -2.1024 1.1214 -0.6 0.5 -0.7 -0.42
C -0.8681 -1.9456 0.9949 0.2 -0.9 0.5 -0.19
H 2.2462 1.8961 -1.8883 0.1 0.0 0.3 0.21
H 3.1300 0.9786 -0.5842 0.0 0.3 -0.4 0.22
H 3.0832 0.4417 -2.2838 0.4 -0.2 0.0 0.22
H -0.0831 0.2922 -2.9094 0.0 0.0 0.0 0.22
H -1.6195 -1.1139 -1.5283 0.1 -0.1 0.0 0.41
H 1.8362 -0.5876 0.8325 -0.5 -0.4 0.1 0.22
H -2.6804 -2.7155 1.8591 0.3 0.0 0.1 0.21
H -2.8425 -1.5923 0.4252 -0.1 -0.1 0.1 0.18
H -0.2466 -2.4874 1.6992 0.2 0.2 0.1 0.21
H 0.1799 2.3513 -0.3843 0.0 0.0 0.0 0.48
H 1.0153 3.5962 -0.6891 -0.2 -0.1 0.1 0.46
O 0.1045 3.2849 -0.6177 0.2 0.1 0.0 -0.94
H -1.2414 0.2435 3.7670 0.0 0.1 0.1 0.46
H -2.2103 0.3806 2.6222 0.0 0.0 -0.1 0.47
O -1.8537 0.8708 3.3710 0.0 -0.1 0.0 -0.94



3.
15
Properties=species:S:1:pos:R:3:forces:R:3:nbo_charge:R:1 method="wB97M-V/def2-TZVPD" s_squared=2.01 multiplicity=3 e_homo_ev="-3.3 / -3.4" energy_ha=-2461.75353 charge=-1 gap_ev="5.68 / 5.73"
Ni -17.9460 -16.4837 -1.2452 -1.2 -1.0 -2.5 1.44
C -18.9723 -18.2989 -2.9366 0.8 -1.4 -0.4 0.92
O -18.0793 -18.4977 -2.0329 3.0 -2.4 3.1 -0.95
O -19.2445 -17.0979 -2.8668 -2.6 5.9 -0.5 -0.85
O -19.4045 -19.1257 -3.7486 -0.2 -0.5 0.0 -0.80
Cl -18.0935 -14.0424 -1.3195 0.3 -0.7 0.4 -0.87
O -16.6606 -16.5574 0.4320 0.5 -0.1 0.4 -0.95
H -15.9381 -15.9594 0.6231 0.0 0.5 -0.2 0.49
H -16.7552 -17.0815 1.2274 -0.4 -0.3 0.0 0.49
O -19.4537 -16.9190 0.2591 0.0 -0.3 0.3 -0.96
H -19.9364 -17.6865 -0.0480 0.0 -0.4 -0.6 0.51
H -19.9613 -16.5988 1.0048 0.1 0.5 0.0 0.49
O -16.1146 -16.5996 -2.4762 0.3 0.4 0.0 -0.94
H -15.9524 -17.4357 -2.9132 -0.6 -0.6 0.0 0.50
H -15.2434 -16.2738 -2.2504 0.1 0.4 0.1 0.47



4.
67
Properties=species:S:1:pos:R:3:forces:R:3:nbo_charge:R:1 method="wB97M-V/def2-TZVPD" s_squared=0.77 multiplicity=2 de_lowest_kj_mol=111.3 e_homo_ev="-13.1 / -13.4" energy_ha=-4190.93996 charge=+2 gap_ev="6.47 / 6.49"
Ti 0.4603 -0.4718 0.2721 1.9 -1.4 -0.4 1.40
N -1.3028 2.8307 1.9610 0.3 0.0 0.0 -0.58
C -2.6144 2.7941 1.4045 -0.3 0.0 -0.1 0.21
C -3.2601 3.9474 0.9863 0.1 0.0 0.1 -0.25
C -4.5058 3.8461 0.3834 0.0 0.0 0.0 -0.17
C -5.0873 2.6052 0.1646 -0.1 0.0 0.0 -0.20
C -4.4276 1.4493 0.5566 0.0 0.0 0.0 -0.18
C -3.2046 1.5578 1.1984 0.3 -0.2 0.1 -0.27
S -2.3104 0.1401 1.7767 -0.3 0.3 0.2 0.57
N -0.7383 0.6552 1.3329 -0.8 1.9 1.0 -0.72
C -0.4032 1.9088 1.4986 -1.1 -0.5 0.3 0.41
C 0.9278 2.2585 1.0233 0.8 0.3 -0.3 0.16
C 1.5370 3.4948 1.2253 -0.4 -0.3 0.1 -0.20
C 2.7852 3.7323 0.6891 0.2 -0.1 -0.2 -0.10
C 3.3932 2.7360 -0.0721 0.0 0.3 0.1 -0.21
C 2.7386 1.5376 -0.2325 -0.1 -0.2 0.0 0.08
N 1.5349 1.2691 0.3094 0.9 2.2 0.3 -0.57
H -0.9597 3.7579 2.1558 0.0 0.0 -0.1 0.41
H -2.8025 4.9166 1.1479 0.0 0.0 0.0 0.23
H -5.0173 4.7450 0.0677 0.0 0.0 0.0 0.24
H -6.0618 2.5381 -0.2991 0.0 0.0 0.0 0.24
H -4.8657 0.4717 0.3970 0.0 0.0 0.0 0.24
H 1.0380 4.2564 1.8080 0.0 0.0 0.0 0.24
H 3.2840 4.6792 0.8449 0.0 0.0 0.0 0.26
H 4.3573 2.9002 -0.5315 0.0 -0.1 0.0 0.26
H 3.1772 0.7419 -0.8206 0.0 0.0 0.0 0.22
Cl -2.4996 -4.1996 0.5330 0.0 -0.1 0.0 0.09
C -2.5519 -2.9215 -0.6070 0.4 0.3 0.2 -0.07
C -3.5750 -2.8691 -1.5702 -0.2 0.1 -0.3 -0.21
C -3.6429 -1.8444 -2.4761 0.0 -0.2 0.2 -0.02
Cl -4.9245 -1.8070 -3.6197 0.0 0.0 -0.1 0.08
C -2.6593 -0.8218 -2.4851 0.2 0.0 0.2 -0.11
C -2.5969 0.2475 -3.3981 0.1 0.1 0.0 -0.07
C -1.5695 1.1544 -3.3115 -0.1 0.0 -0.1 -0.26
C -0.6036 1.0119 -2.3121 0.0 -0.1 0.1 0.09
N -0.6268 0.0270 -1.4294 -0.7 0.3 -1.0 -0.54
C -1.6411 -0.8932 -1.5101 -0.2 -0.1 -0.2 0.12
C -1.5945 -1.9339 -0.5486 -0.7 -0.4 -0.7 0.30
O -0.5901 -1.8902 0.3335 -1.5 -1.8 0.2 -0.76
H -4.3156 -3.6568 -1.5947 0.0 0.0 0.0 0.27
H -3.3506 0.3425 -4.1684 0.0 0.0 0.0 0.26
H -1.4908 1.9712 -4.0144 0.0 0.0 0.0 0.25
H 0.2143 1.7187 -2.2336 0.0 0.0 0.0 0.21
C 1.7955 -2.8753 3.0354 -0.2 0.1 -0.2 -0.92
P 1.9803 -1.3099 2.1190 1.0 -0.1 0.5 0.87
C 2.3779 -0.1417 3.4671 -0.1 -0.1 -0.1 -0.92
C 3.6212 -1.4551 1.2726 -0.1 -0.1 0.0 -0.69
C 3.5981 -2.1776 -0.0857 -0.1 0.1 0.0 -0.70
P 2.0576 -1.8928 -1.0963 1.0 -0.8 -0.3 0.84
C 1.3318 -3.5718 -1.1462 -0.1 0.2 0.0 -0.91
C 2.6639 -1.7607 -2.8166 -0.1 0.2 0.2 -0.92
H 2.7072 -3.0692 3.5999 0.0 0.0 0.0 0.25
H 1.5942 -3.7099 2.3650 0.0 0.0 0.0 0.25
H 0.9601 -2.7855 3.7298 0.0 0.0 0.0 0.26
H 2.6294 0.8423 3.0701 0.0 0.0 0.0 0.23
H 1.5106 -0.0458 4.1215 0.0 0.0 0.0 0.26
H 3.2175 -0.5192 4.0507 0.0 0.0 0.0 0.26
H 4.3226 -1.9586 1.9411 0.0 0.1 0.1 0.26
H 3.9816 -0.4313 1.1543 0.0 0.0 0.0 0.23
H 3.6850 -3.2547 0.0640 0.0 0.0 0.0 0.25
H 4.4632 -1.8690 -0.6752 0.0 -0.1 0.0 0.25
H 2.0687 -4.2829 -1.5189 0.0 0.0 0.0 0.25
H 0.4690 -3.5747 -1.8140 0.0 0.0 0.0 0.25
H 0.9948 -3.8667 -0.1542 0.0 0.0 0.0 0.25
H 3.3223 -2.5980 -3.0441 0.0 0.0 0.0 0.26
H 3.1955 -0.8261 -2.9950 0.0 0.0 0.0 0.24
H 1.7987 -1.7997 -3.4798 0.0 0.0 -0.1 0.25



5.
109
Properties=species:S:1:pos:R:3:forces:R:3:lowdin_spin:R:1 method="wB97M-V/def2-TZVPD" s_squared=1.13 multiplicity=2 de_lowest_kj_mol=1131.5 e_homo_ev="-8.3 / -8.3" energy_ha=-6923.90999 charge=0 gap_ev="6.58 / 6.92"
Ir 1.5515 -0.4227 0.8413 -3.6 -4.4 2.1 0.72
O 1.3598 -3.5144 6.4325 0.1 -0.1 0.3 0.00
C 1.3443 -2.8987 5.2358 0.0 0.2 -0.6 0.00
C 1.4803 -3.5895 4.0300 -0.2 0.2 0.0 0.00
C 1.3906 -2.8737 2.8498 0.1 -0.7 -0.6 0.01
N 1.1920 -1.5762 2.8469 0.9 0.8 -0.7 0.09
C 1.0933 -0.8906 3.9651 -0.2 0.5 0.2 0.01
C 1.1624 -1.5127 5.1964 0.0 -0.2 0.0 0.00
C 0.8230 0.6111 3.7731 0.3 -0.9 0.8 0.00
O 0.5713 1.2765 4.7663 0.1 0.2 0.2 -0.01
O 0.8312 1.0028 2.5752 0.4 0.4 -1.7 -0.11
C 1.4372 -3.5221 1.4477 -0.3 0.0 1.8 0.01
O 1.1209 -4.7020 1.3746 0.0 -0.3 -0.3 0.01
O 1.7327 -2.7380 0.5169 0.4 1.6 -1.5 0.12
H 1.4643 -4.4698 6.3292 0.0 0.2 -0.1 0.00
H 1.6404 -4.6556 3.9847 0.0 -0.1 0.0 0.00
H 1.0776 -0.9335 6.1003 -0.1 0.1 0.1 0.00
O 5.9228 -1.4214 2.5798 -0.5 0.8 -0.5 0.01
As 4.8119 -1.1596 1.1403 3.4 -1.7 0.9 0.00
O 4.9201 -2.6107 0.4460 -0.3 -0.3 -0.8 0.00
O 3.4641 -0.6944 1.9845 -3.3 1.5 -0.3 0.10
C 5.7753 0.4105 0.5000 -0.3 -0.4 0.4 0.00
C 7.0682 0.6646 0.9378 0.1 -0.2 0.1 0.00
C 7.6387 1.9032 0.6909 0.0 -0.1 0.0 0.00
C 6.9312 2.8820 0.0067 -0.1 0.0 -0.1 0.00
C 5.6559 2.6104 -0.4634 -0.1 0.1 -0.1 0.00
C 5.0954 1.3726 -0.2082 -0.3 -0.4 0.0 0.00
S 3.4490 0.9859 -0.7589 1.0 2.6 -1.3 0.00
O 3.3517 1.5085 -2.1105 0.2 -0.3 0.0 0.00
O 2.5324 1.6579 0.1705 0.8 0.4 0.3 0.02
O 3.3139 -0.4729 -0.7229 -0.3 -0.6 0.5 0.06
H 5.7464 -2.3173 2.8819 0.0 -0.1 -0.1 0.00
H 7.5979 -0.1092 1.4806 0.0 0.2 0.0 0.00
H 8.6358 2.1108 1.0540 0.0 0.0 0.0 0.00
H 7.3766 3.8517 -0.1645 0.0 0.0 0.0 0.00
H 5.0825 3.3362 -1.0192 0.0 0.2 -0.1 0.00
N -0.5404 -1.3147 0.9598 2.5 0.6 0.3 -0.05
S -1.2746 -1.7570 -0.2447 -1.1 -0.2 -0.3 -0.01
N -2.3682 -0.6601 -0.8300 0.4 -0.4 0.2 0.00
S -2.3670 0.7939 -0.2833 -0.6 0.2 -0.4 0.00
N -1.5871 1.8813 -1.0661 0.5 0.5 0.2 0.00
S 0.0443 1.6729 -1.4182 -2.1 0.1 -0.2 0.00
N 0.5065 0.3643 -0.9203 2.2 -0.8 1.5 0.00
C -0.0405 1.5889 -3.2191 0.0 -0.1 0.2 0.00
C -1.1359 2.1191 -3.8760 -0.1 0.2 0.1 0.00
C -1.2618 1.9318 -5.2420 0.0 0.1 0.0 0.00
C -0.2862 1.2311 -5.9349 0.0 0.0 0.0 0.00
C 0.8189 0.7238 -5.2687 -0.1 0.1 0.0 0.00
C 0.9444 0.8964 -3.9005 0.2 0.0 0.3 0.00
C 0.5521 3.4146 -1.1695 -0.2 -0.3 0.0 0.00
C 1.7245 3.8838 -1.7303 0.3 0.1 -0.1 0.00
C 2.0114 5.2390 -1.6690 0.0 -0.1 0.0 0.00
C 1.1338 6.1153 -1.0531 -0.1 0.0 0.1 0.00
C -0.0493 5.6380 -0.5179 0.1 0.0 0.1 0.00
C -0.3474 4.2873 -0.5884 -0.3 0.0 0.2 0.00
C -4.0742 1.2537 -0.6073 0.0 0.0 0.0 0.00
C -4.7239 2.2074 0.1564 0.3 0.0 0.1 0.00
C -6.0386 2.5285 -0.1389 0.0 0.0 0.0 0.00
C -6.6915 1.9005 -1.1870 0.0 0.0 0.0 0.00
C -6.0353 0.9401 -1.9390 0.1 0.0 0.0 0.00
C -4.7240 0.6124 -1.6484 0.3 -0.1 0.0 0.00
C -2.2345 0.9310 1.4972 0.0 0.1 -0.3 0.00
C -2.8490 -0.0443 2.2619 -0.2 -0.1 0.1 0.00
C -2.8731 0.1012 3.6376 -0.1 -0.1 -0.2 0.00
C -2.3316 1.2350 4.2241 0.0 0.2 -0.1 0.00
C -1.7136 2.2009 3.4491 -0.2 0.0 0.0 0.00
C -1.6400 2.0374 2.0743 -0.1 0.1 -0.2 0.00
C -0.5818 -2.4552 -1.7600 -0.3 0.3 0.1 0.00
C 0.0662 -3.6763 -1.7177 0.1 -0.2 0.2 0.00
C 0.4840 -4.2466 -2.9102 0.0 0.0 0.1 0.00
C 0.2420 -3.6110 -4.1172 -0.1 0.1 0.0 0.00
C -0.4099 -2.3878 -4.1408 0.0 0.0 0.0 0.00
C -0.8227 -1.8049 -2.9536 -0.1 0.2 -0.2 0.00
C -2.4469 -3.0509 0.2725 0.4 0.2 0.2 0.00
C -3.5725 -3.3449 -0.4772 0.0 0.1 -0.2 0.00
C -4.4581 -4.3006 -0.0062 0.1 0.0 -0.1 0.00
C -4.2081 -4.9612 1.1865 0.1 0.0 0.1 0.00
C -3.0787 -4.6563 1.9295 -0.1 0.0 0.0 0.00
C -2.1999 -3.6866 1.4771 0.3 0.2 -0.1 0.00
H -1.8768 2.6547 -3.3045 -0.2 0.1 -0.1 0.00
H -2.1211 2.3317 -5.7604 0.0 0.0 0.0 0.00
H -0.3901 1.0779 -6.9987 0.0 0.0 -0.1 0.00
H 1.5829 0.1850 -5.8075 0.1 -0.1 0.0 0.00
H 1.7960 0.5263 -3.3544 0.1 -0.2 0.0 0.00
H 2.4187 3.1985 -2.1876 0.0 0.0 -0.1 0.00
H 2.9209 5.6140 -2.1157 0.1 0.0 0.0 0.00
H 1.3637 7.1680 -0.9904 0.0 0.1 0.0 0.00
H -0.7470 6.3061 -0.0354 -0.1 0.1 0.0 0.00
H -1.2937 3.9233 -0.2250 0.0 0.1 0.0 0.00
H -4.2061 2.6778 0.9770 0.0 0.1 0.2 0.00
H -6.5542 3.2678 0.4516 0.0 0.1 0.1 0.00
H -7.7165 2.1501 -1.4119 -0.1 0.0 0.0 0.00
H -6.5408 0.4431 -2.7512 -0.1 -0.1 -0.1 0.00
H -4.1864 -0.1462 -2.1918 -0.1 -0.1 -0.2 0.00
H -3.2841 -0.9057 1.7810 -0.1 -0.2 0.0 0.00
H -3.3129 -0.6720 4.2498 -0.1 0.0 0.0 0.00
H -2.3744 1.3601 5.2936 0.1 0.0 0.1 0.00
H -1.2515 3.0515 3.9230 0.1 0.0 0.0 0.00
H -1.1077 2.7474 1.4669 0.1 0.1 0.0 0.00
H 0.2587 -4.1755 -0.7826 0.0 -0.1 0.2 0.00
H 0.9971 -5.1951 -2.8928 0.1 -0.1 0.1 0.00
H 0.5526 -4.0717 -5.0439 0.1 0.0 0.0 0.00
H -0.6026 -1.8876 -5.0799 0.0 0.0 0.0 0.00
H -1.3333 -0.8541 -2.9431 0.0 0.0 -0.1 0.00
H -3.7557 -2.8291 -1.4068 0.0 0.0 -0.1 0.00
H -5.3467 -4.5337 -0.5707 -0.1 0.0 -0.1 0.00
H -4.8975 -5.7134 1.5391 -0.1 -0.1 0.0 0.00
H -2.8764 -5.1670 2.8588 0.0 0.0 0.1 0.00
H -1.3215 -3.3994 2.0339 0.1 -0.1 0.1 0.00